## w
{"formula": "CH4N3", "method": "ωB97M-V/def2-TZVPD", "elements": ["C", "N", "N", "N", "H", "H", "H", "H"], "xyz": [[-0.67, -0.28, -0.56], [1.22, 1.57, -0.39], [0.07, 0.88, -0.30], [-0.51, -1.44, -0.15], [1.04, 2.56, -0.10], [-0.65, 1.56, -0.06], [0.20, -1.73, 0.52], [-1.34, -1.97, -0.26]], "mulliken_charge": [0.12, -0.32, 0.13, -0.16, 0.32, 0.30, 0.29, 0.32], "charge": 1, "homo_energy_ev": [-15.0564, -15.5106]}

## x
{"formula": "CH4N3", "method": "ωB97M-V/def2-TZVPD", "elements": ["C", "N", "N", "N", "H", "H", "H", "H"], "xyz": [[-0.95, -0.08, 0.03], [1.50, -0.27, -0.03], [-2.07, -0.30, -0.19], [0.24, 0.35, 0.11], [2.15, 0.52, 0.14], [-3.00, -0.64, 0.02], [0.43, 0.99, 0.85], [1.71, -0.58, -0.93]], "mulliken_charge": [0.32, -0.52, -0.06, 0.02, 0.30, 0.34, 0.30, 0.29], "smiles": "N=C=[NH+]N", "charge": 1, "homo_energy_ev": -15.1580}

Most stable: x